# 1
ORCA calculation (the ωB97M-V functional and the def2-TZVPD basis) on a molecular structure, C39H79HfO13.

Values from the calculation:
Multiplicity: 2
E_tot (eV): -69619.173
LUMO (spin up / spin down) (eV): -7.84 / -8.41
Gap between HOMO and LUMO (spin up / spin down) (eV): 4.42 / 3.85
Charge: +2
Strongest force on any atom (eV/Å): 7.662
HOMO level (spin up / spin down) (eV): -12.2602 / -12.2603

The geometry in XYZ format:
```
132
Properties=species:S:1:pos:R:3:lowdin_charge:R:1
Hf -23.162 -3.109 9.239 2.033
C -27.362 -2.271 7.514 -0.025
C -26.327 -1.267 8.140 -0.456
C -26.987 -0.499 9.343 -0.029
O -25.174 -1.974 8.572 -0.325
H -27.514 -3.012 8.299 0.051
H -26.910 -2.687 6.613 0.059
H -28.338 -1.842 7.287 0.066
H -26.117 -0.427 7.478 0.110
H -27.270 -1.064 10.231 0.059
H -27.959 -0.193 8.957 0.066
H -26.346 0.349 9.585 0.058
C -26.062 -3.719 11.406 -0.083
O -25.036 -4.167 10.556 -0.294
C -25.452 -5.513 10.235 -0.161
C -25.822 -5.515 8.810 -0.241
O -24.849 -4.891 8.060 -0.279
C -24.782 -5.387 6.704 -0.033
H -26.264 -4.207 12.359 0.094
H -27.026 -3.730 10.898 0.111
H -25.877 -2.664 11.605 0.078
H -26.276 -5.904 10.831 0.144
H -24.634 -6.224 10.351 0.139
H -26.822 -5.093 8.710 0.108
H -26.045 -6.502 8.404 0.150
H -23.992 -4.931 6.107 0.087
H -25.670 -5.061 6.163 0.101
H -24.440 -6.421 6.646 0.110
C -26.943 0.126 13.637 -0.086
O -25.760 -0.059 14.384 -0.165
C -25.303 -1.413 14.426 -0.184
C -26.213 -2.534 14.973 -0.175
O -27.516 -2.731 14.341 -0.247
C -28.229 -4.016 14.527 -0.056
H -26.694 -0.188 12.623 0.063
H -27.281 1.152 13.497 0.099
H -27.730 -0.502 14.055 0.084
H -24.427 -1.567 15.055 0.129
H -25.026 -1.705 13.413 0.086
H -26.452 -2.372 16.024 0.128
H -25.734 -3.511 15.038 0.116
H -29.277 -3.842 14.773 0.094
H -27.947 -4.516 15.453 0.081
H -27.946 -4.740 13.763 0.066
C -25.266 -1.213 4.301 -0.073
O -26.683 -1.285 4.584 -0.229
C -27.439 -1.813 3.473 -0.166
C -27.258 -3.306 3.459 -0.208
O -28.534 -3.716 2.976 -0.156
C -28.540 -5.104 2.834 -0.146
H -24.991 -0.370 3.666 0.092
H -24.903 -2.183 3.959 0.081
H -24.765 -1.070 5.258 0.063
H -27.367 -1.346 2.490 0.141
H -28.465 -1.688 3.818 0.123
H -27.252 -3.618 4.503 0.106
H -26.396 -3.769 2.980 0.129
H -29.501 -5.568 2.610 0.093
H -28.244 -5.614 3.750 0.068
H -27.966 -5.633 2.074 0.091
C -21.682 1.631 5.751 -0.172
O -22.532 2.287 6.531 -0.174
C -23.852 1.808 6.345 -0.171
C -24.862 2.846 6.912 -0.208
O -24.608 3.158 8.234 -0.197
C -25.665 3.880 8.838 -0.085
H -20.700 2.010 6.034 0.102
H -21.813 1.956 4.719 0.109
H -21.732 0.579 6.031 0.078
H -24.121 0.865 6.821 0.105
H -23.983 1.758 5.264 0.120
H -25.845 2.377 6.958 0.107
H -24.933 3.725 6.270 0.137
H -25.586 3.689 9.909 0.085
H -26.649 3.413 8.800 0.090
H -25.565 4.926 8.548 0.106
C -19.572 -2.968 9.410 -0.027
O -20.823 -2.205 9.342 -0.326
C -20.588 -0.846 9.626 -0.200
C -21.714 0.065 9.224 -0.067
O -22.984 -0.667 9.676 -0.324
C -23.747 0.288 10.424 -0.070
H -18.700 -2.403 9.740 0.110
H -19.198 -3.304 8.443 0.107
H -19.671 -3.853 10.038 0.099
H -19.691 -0.490 9.120 0.150
H -20.346 -0.844 10.689 0.150
H -21.760 -0.010 8.137 0.105
H -21.625 1.149 9.293 0.163
H -23.993 1.232 9.940 0.095
H -23.325 0.655 11.360 0.112
H -24.693 -0.191 10.678 0.066
C -27.966 1.964 4.463 -0.067
O -28.719 2.137 5.677 -0.174
C -29.145 0.932 6.261 -0.217
C -30.378 0.364 5.592 -0.204
O -30.838 -0.810 6.200 -0.218
C -31.928 -1.477 5.537 -0.082
H -27.728 2.935 4.029 0.096
H -28.399 1.333 3.686 0.083
H -27.084 1.474 4.875 0.064
H -29.369 1.047 7.321 0.121
H -28.281 0.272 6.335 0.097
H -30.037 0.132 4.583 0.108
H -31.171 1.103 5.473 0.142
H -31.497 -1.938 4.648 0.076
H -32.774 -0.922 5.131 0.098
H -32.193 -2.425 6.006 0.087
C -31.018 -0.971 9.365 -0.083
C -32.304 -0.371 9.235 -0.046
C -33.103 -0.174 10.394 -0.071
C -32.549 -0.421 11.624 -0.111
C -31.254 -0.849 11.786 -0.098
C -30.532 -1.201 10.662 -0.118
H -30.426 -1.353 8.546 0.068
H -32.618 -0.199 8.216 0.088
H -34.132 0.132 10.274 0.106
H -33.152 -0.081 12.452 0.108
H -30.948 -0.941 12.818 0.101
H -29.728 -1.920 10.712 0.076
C -29.779 -7.125 6.793 -0.069
C -29.934 -5.869 6.281 -0.110
C -29.767 -4.744 7.053 -0.049
C -29.522 -4.962 8.462 -0.083
C -29.293 -6.244 8.971 -0.138
C -29.480 -7.346 8.175 -0.074
H -29.765 -8.014 6.181 0.105
H -30.132 -5.868 5.220 0.097
H -29.888 -3.757 6.630 0.091
H -29.568 -4.137 9.158 0.084
H -29.046 -6.485 9.994 0.098
H -29.278 -8.282 8.673 0.103
```

# 2
ORCA calculation (the ωB97M-V functional and the def2-TZVPD basis) on a single C4H8N2OS molecule.

Values from the calculation:
Energy above the lowest of the compared OMol25 structures with the same formula, charge and spin (eV): 3.406
E_tot (eV): -20137.428
LUMO (eV): 0.79
Gap between HOMO and LUMO (eV): 8.75
Strongest force on any atom (eV/Å): 6.035
HOMO level (eV): -7.9624

The geometry in XYZ format:
```
16
Properties=species:S:1:pos:R:3:lowdin_charge:R:1
O 2.283 -0.477 -0.497 -0.009
C 1.276 0.234 0.201 -0.367
C 0.168 1.042 -0.558 -0.205
N -1.005 1.239 0.273 -0.126
N -1.985 0.285 0.014 -0.053
C -1.678 -0.941 -0.432 -0.608
S -0.462 -2.034 -0.157 0.920
C 0.480 -0.897 1.016 -0.334
H 1.899 -1.012 -1.084 -0.011
H 1.766 0.852 0.964 0.146
H 0.547 2.006 -0.763 0.085
H -0.053 0.754 -1.723 0.174
H -1.530 2.182 0.260 0.163
H -2.612 -1.507 -0.695 0.067
H -0.320 -0.326 1.634 0.107
H 1.226 -1.399 1.547 0.050
```

# 3
ORCA calculation (the ωB97M-V functional and the def2-TZVPD basis) on a single C10H13NO2 molecule.

Values from the calculation:
Energy above the lowest of the compared OMol25 structures with the same formula, charge and spin (eV): 0.338
E_tot (eV): -16166.362
LUMO (eV): 0.82
Gap between HOMO and LUMO (eV): 9.19
Strongest force on any atom (eV/Å): 2.395
HOMO level (eV): -8.3697

The geometry in XYZ format:
```
26
Properties=species:S:1:pos:R:3:lowdin_charge:R:1
N -2.493 1.593 -2.761 0.070
C -1.809 0.865 -1.793 -0.331
C -1.128 -0.309 -2.094 -0.035
C -0.493 -1.088 -1.127 -0.040
C -0.600 -0.753 0.226 -0.288
C 0.015 -1.633 1.252 -0.172
C 1.538 -1.419 1.371 -0.172
C 1.918 -0.023 1.922 -0.096
C 2.545 0.893 0.881 -0.472
O 3.605 1.450 1.075 0.091
O 1.877 1.108 -0.334 0.079
C -1.283 0.430 0.568 -0.046
C -1.902 1.232 -0.413 -0.016
H -2.020 1.721 -3.657 0.095
H -2.926 2.497 -2.385 0.124
H -1.073 -0.695 -3.093 0.105
H 0.095 -1.924 -1.483 0.122
H -0.453 -1.490 2.224 0.119
H -0.133 -2.659 0.988 0.105
H 2.042 -1.509 0.421 0.108
H 1.891 -2.248 2.056 0.128
H 0.986 0.513 2.272 0.132
H 2.664 -0.097 2.729 0.123
H 1.030 0.652 -0.271 0.045
H -1.465 0.750 1.623 0.126
H -2.431 2.140 -0.196 0.096
```

# 4
ORCA calculation (the ωB97M-V functional and the def2-TZVPD basis) on 8 unconnected molecules or ions with the total composition C20H42NO34PS7.

Values from the calculation:
E_tot (eV): -177650.103
LUMO (eV): 0.13
Gap between HOMO and LUMO (eV): 9.71
Strongest force on any atom (eV/Å): 9.439
HOMO level (eV): -9.5791

The geometry in XYZ format:
```
105
Properties=species:S:1:pos:R:3:lowdin_charge:R:1
N -3.519 7.404 7.922 -0.065
C -4.749 7.905 7.200 -0.290
C -4.637 7.941 5.567 -0.209
C -3.121 7.786 4.964 -0.226
C -2.977 6.247 4.380 -0.170
C -1.365 5.836 4.231 -0.155
O -1.318 4.744 3.248 -0.101
C -0.726 3.515 3.797 -0.279
O 0.468 3.534 4.454 0.006
O -1.340 2.184 3.633 -0.108
P -2.420 2.118 2.269 0.763
O -3.921 2.567 2.631 -0.370
O -1.871 2.961 0.848 -0.186
O -2.524 0.402 1.818 -0.195
H -2.902 8.206 8.224 0.075
H -3.883 7.016 8.842 0.076
H -5.090 8.973 7.567 0.109
H -5.633 7.152 7.460 0.121
H -5.269 7.046 5.133 0.108
H -5.084 8.946 5.156 0.106
H -3.017 8.499 4.012 0.116
H -2.257 8.066 5.701 0.105
H -3.536 5.544 5.137 0.124
H -3.466 6.218 3.310 0.128
H -0.925 5.580 5.284 0.148
H -0.843 6.792 3.749 0.149
H -2.519 3.719 0.641 0.118
H -1.585 0.144 1.515 0.035
O -7.471 -4.183 2.890 -0.248
S -6.069 -3.988 3.184 0.676
O -5.220 -5.034 3.705 -0.239
O -5.929 -2.678 4.145 -0.194
C -5.094 -1.710 3.512 -0.166
C -5.267 -1.940 2.013 -0.177
O -5.355 -3.355 1.860 -0.199
H -4.061 -1.897 3.822 0.133
H -5.386 -0.700 3.811 0.142
H -4.433 -1.541 1.431 0.128
H -6.204 -1.503 1.653 0.120
O -0.270 0.411 0.535 -0.327
S 1.152 0.266 0.317 0.730
O 1.979 1.327 -0.208 -0.201
O 1.395 -1.074 -0.579 -0.246
C 2.239 -1.976 0.135 -0.156
C 1.982 -1.693 1.612 -0.159
O 1.826 -0.278 1.699 -0.172
H 3.277 -1.757 -0.134 0.110
H 2.005 -3.010 -0.134 0.145
H 2.803 -2.030 2.250 0.133
H 1.048 -2.157 1.946 0.134
O 5.213 -2.908 1.048 -0.243
S 6.146 -3.220 -0.012 0.676
O 6.274 -4.540 -0.585 -0.234
O 7.625 -2.706 0.444 -0.183
C 8.116 -1.765 -0.509 -0.166
C 6.876 -1.105 -1.107 -0.175
O 5.916 -2.152 -1.224 -0.217
H 8.677 -2.314 -1.272 0.105
H 8.776 -1.041 -0.024 0.144
H 7.074 -0.653 -2.082 0.115
H 6.468 -0.347 -0.431 0.138
O -1.137 -0.425 -0.921 -0.260
S -0.675 -0.306 -2.286 0.718
O 0.717 -0.133 -2.633 -0.232
O -1.542 0.865 -3.017 -0.173
C -2.213 0.321 -4.152 -0.166
C -2.442 -1.152 -3.824 -0.179
O -1.265 -1.568 -3.135 -0.190
H -1.558 0.434 -5.022 0.132
H -3.150 0.854 -4.333 0.136
H -2.599 -1.759 -4.719 0.138
H -3.293 -1.277 -3.146 0.087
O 5.004 -2.509 -6.799 -0.233
S 4.490 -3.609 -6.014 0.670
O 4.655 -4.992 -6.395 -0.242
O 2.909 -3.335 -5.728 -0.190
C 2.680 -3.291 -4.320 -0.162
C 3.992 -2.805 -3.709 -0.174
O 5.016 -3.429 -4.481 -0.200
H 2.440 -4.304 -3.983 0.135
H 1.846 -2.623 -4.090 0.131
H 4.086 -3.075 -2.655 0.117
H 4.100 -1.721 -3.818 0.142
O 8.391 -1.651 -3.317 -0.259
S 9.347 -2.221 -4.239 0.706
O 10.441 -1.467 -4.806 -0.219
O 8.522 -2.932 -5.453 -0.185
C 8.865 -4.315 -5.515 -0.162
C 9.245 -4.706 -4.089 -0.164
O 9.951 -3.581 -3.570 -0.192
H 9.717 -4.425 -6.194 0.135
H 8.022 -4.900 -5.892 0.138
H 9.869 -5.602 -4.055 0.140
H 8.354 -4.859 -3.471 0.133
O -4.758 -0.434 -2.128 -0.243
S -6.148 -0.073 -1.955 0.696
O -6.584 1.280 -1.702 -0.217
O -6.788 -1.047 -0.815 -0.205
C -7.889 -1.767 -1.368 -0.162
C -7.584 -1.897 -2.858 -0.171
O -6.987 -0.656 -3.227 -0.191
H -8.798 -1.179 -1.202 0.137
H -7.992 -2.740 -0.880 0.143
H -8.482 -2.085 -3.452 0.139
H -6.853 -2.692 -3.042 0.133
```